Formula: C38H47Cl3IN5O5SSi2Zr
Source: OMol25
Level of theory: ωB97M-V/def2-TZVPD

Structure (XYZ):
```
103
Properties=species:S:1:pos:R:3:mulliken_charge:R:1
Zr 0.0203 0.2022 -0.3159 -1.732
C 1.6878 -0.2626 -3.8141 -1.155
C 1.0077 0.8014 -3.2899 -1.222
C 1.5178 1.0617 -1.9461 0.980
C 2.6146 0.1277 -1.7694 0.209
C 2.6805 -0.6847 -2.8682 -0.199
H 1.4978 -0.7159 -4.7759 0.420
H 0.2314 1.3599 -3.7874 0.709
H 1.5585 2.0593 -1.5091 -0.503
H 3.2532 0.0859 -0.9043 0.292
H 3.3441 -1.5301 -2.9892 0.506
N -0.8627 4.5595 0.4208 0.393
C -0.1946 3.4031 0.3634 -0.309
N -0.7209 2.2523 0.6484 1.262
C -2.0514 2.1913 1.0680 0.049
N -2.5558 1.0934 1.4881 -0.993
N -1.6115 0.0447 1.5221 0.799
C -2.0302 -0.9550 2.1850 -1.170
C -1.1989 -2.1345 2.4964 0.968
C -1.7996 -3.3602 2.7208 -0.731
C -0.9855 -4.4492 2.9749 -0.393
C 0.3853 -4.2596 3.0217 -0.748
C 0.8885 -2.9762 2.8221 -0.204
N 0.1132 -1.9320 2.5641 -0.005
C -2.8664 3.4058 1.0239 0.619
C -4.2379 3.4025 1.2809 -0.424
C -4.9551 4.5785 1.2249 -0.799
C -4.3037 5.7762 0.9121 -0.455
C -2.9504 5.7918 0.6508 -0.847
C -2.2377 4.5995 0.7024 -0.132
H -0.3710 5.4077 0.1909 0.321
H 0.8554 3.4497 0.0812 -0.304
H -3.0555 -0.9189 2.5554 0.414
H -2.8757 -3.4615 2.6610 0.439
H -1.4135 -5.4307 3.1281 0.422
H 1.0598 -5.0831 3.2116 0.452
H 1.9537 -2.7796 2.8628 0.460
H -4.7134 2.4613 1.5176 0.504
H -6.0181 4.5751 1.4197 0.413
H -4.8636 6.7005 0.8680 0.413
H -2.4431 6.7149 0.3987 0.442
Cl -1.7487 1.3755 -1.8992 -0.230
Si -1.5938 -0.8665 -2.2878 0.329
Cl -2.0210 -1.0440 -4.2842 -0.326
Cl -3.3988 -1.2681 -1.2711 -0.302
C 7.0347 0.8070 0.5275 -2.005
C 5.6776 0.4537 1.1129 2.072
C 5.7296 0.4705 2.6352 -1.689
C 5.2179 -0.9095 0.6239 -1.408
O 4.7643 1.4352 0.5984 1.053
Si 3.3833 2.0940 1.1701 -2.062
S 1.7932 0.7761 1.5027 0.166
O 2.9137 3.2263 0.0590 0.438
C 3.6842 4.1453 -0.7352 1.768
C 4.7231 4.8448 0.1296 -1.467
C 2.6722 5.1511 -1.2670 -1.725
C 4.3419 3.3999 -1.8882 -1.294
O 3.7965 2.8015 2.5895 0.467
C 3.0482 3.5085 3.5912 2.065
C 1.7852 4.1389 3.0109 -1.164
C 3.9733 4.5868 4.1266 -1.801
C 2.6861 2.5160 4.6861 -1.639
H 7.7825 0.0662 0.8148 0.408
H 7.3565 1.7857 0.8873 0.421
H 6.9728 0.8380 -0.5612 0.348
H 6.4461 -0.2791 2.9766 0.550
H 4.7526 0.2311 3.0601 0.181
H 6.0339 1.4488 3.0065 0.324
H 5.8947 -1.6878 0.9829 0.605
H 5.1957 -0.9381 -0.4678 0.395
H 4.2155 -1.1113 1.0046 -0.116
H 4.2410 5.4395 0.9072 0.244
H 5.3350 5.5065 -0.4860 0.551
H 5.3779 4.1159 0.6097 0.117
H 2.1628 5.6405 -0.4306 0.215
H 1.9366 4.6506 -1.9010 0.299
H 3.1658 5.9229 -1.8595 0.530
H 5.0160 2.6323 -1.5077 -0.030
H 4.9112 4.1003 -2.5025 0.549
H 3.5899 2.9139 -2.5114 0.269
H 2.0382 4.8005 2.1788 0.024
H 1.2737 4.7223 3.7794 0.713
H 1.1079 3.3597 2.6603 0.100
H 4.2323 5.2946 3.3377 0.324
H 4.8935 4.1328 4.4967 0.323
H 3.4974 5.1304 4.9439 0.420
H 2.0413 1.7337 4.2833 0.189
H 2.1682 3.0183 5.5052 0.462
H 3.5932 2.0522 5.0769 0.335
I 5.1419 -7.0571 -1.2231 0.063
C 3.5817 -5.6951 -0.9539 -0.212
C 3.8755 -4.3914 -0.5847 -0.514
C 2.8325 -3.4924 -0.4100 0.556
C 1.5175 -3.8998 -0.5913 -0.141
C 1.2393 -5.2072 -0.9643 -0.484
C 2.2726 -6.1141 -1.1514 -0.620
C 0.3920 -2.9364 -0.3904 -0.442
O -0.7641 -3.2939 -0.3926 -0.583
O 0.7735 -1.6790 -0.2424 1.782
H 4.8998 -4.0758 -0.4416 0.535
H 3.0282 -2.4643 -0.1434 -0.023
H 0.2076 -5.5021 -1.1026 0.520
H 2.0623 -7.1318 -1.4479 0.402
```

Summary:
* total charge: 0
* E_tot: -131407.9147 eV
* HOMO: -7.3 eV
* Kohn-Sham gap: 6.46 eV
* energy relative to the best compared isomer or geometry (same formula, charge and spin): 3.3440 eV

---

Formula: C38H48BrIrN3O2Si4Te
Source: OMol25
Level of theory: ωB97M-V/def2-TZVPD

Structure (XYZ):
```
98
Properties=species:S:1:pos:R:3:mulliken_charge:R:1
Ir 0.3584 1.0822 0.6667 0.850
Br 1.0481 4.8073 0.8720 -0.072
C -0.0016 4.0319 2.2353 -0.154
C -0.3539 4.8088 3.3302 -0.726
C -1.1913 4.2487 4.2767 -0.694
C -1.6665 2.9613 4.0844 -0.699
C -1.2518 2.2648 2.9703 0.116
N -0.4081 2.7864 2.0649 0.063
C -1.8014 0.8822 2.6763 0.379
O -2.6489 0.3957 3.3914 -0.745
O -1.3524 0.3843 1.5705 -0.336
H 0.0158 5.8191 3.4183 0.497
H -1.4796 4.8209 5.1490 0.459
H -2.3440 2.4700 4.7677 0.593
C 4.0593 1.0486 -1.6647 -1.164
C 3.7543 1.9097 -2.7103 -1.039
C 2.4973 2.4728 -2.7645 -0.232
C 1.5631 2.1926 -1.7664 0.149
N 1.9030 1.4184 -0.7109 1.294
C 3.1118 0.8346 -0.6899 -0.419
C 0.1610 2.6239 -1.7855 0.929
C -0.3503 3.5183 -2.7294 -0.536
C -1.6706 3.9192 -2.6580 -1.161
C -2.4818 3.4273 -1.6368 -0.777
C -1.9761 2.5358 -0.7050 -0.586
C -0.6479 2.0979 -0.7601 1.154
H 5.0173 0.5552 -1.5897 0.577
H 4.4808 2.1151 -3.4857 0.444
H 2.2129 3.1070 -3.5911 0.488
H 3.3085 0.1714 0.1398 0.485
H 0.2828 3.9193 -3.5118 0.357
H -2.0672 4.6172 -3.3835 0.377
H -3.5162 3.7438 -1.5726 0.442
H -2.6257 2.1684 0.0800 0.086
C 5.8257 1.7251 2.5011 -0.583
C 4.9267 2.5548 1.8512 -0.713
C 3.5757 2.2325 1.7978 0.533
C 3.0858 1.0613 2.3860 -1.005
C 4.0061 0.2392 3.0573 0.059
C 5.3513 0.5663 3.1086 -0.643
N 1.7335 0.6921 2.3119 0.634
C 1.2095 0.3383 3.5747 -0.553
C 1.4599 1.1518 4.6914 0.117
C 0.8986 0.8653 5.9248 -0.801
C 0.0713 -0.2407 6.0836 -0.653
C -0.1755 -1.0579 4.9928 -0.603
C 0.3898 -0.7783 3.7550 -0.290
H 6.8771 1.9782 2.5450 0.395
H 5.2739 3.4710 1.3868 0.453
H 2.8790 2.8930 1.3066 -0.155
H 3.6477 -0.6687 3.5271 0.466
H 6.0391 -0.0926 3.6252 0.396
H 2.0979 2.0197 4.5705 0.547
H 1.1003 1.5151 6.7685 0.401
H -0.3744 -0.4602 7.0453 0.380
H -0.8251 -1.9181 5.0965 0.447
H 0.1867 -1.4218 2.9085 0.208
C -4.3814 -3.4233 -1.5457 -1.158
Si -3.2286 -2.2966 -0.5859 0.573
C -3.9693 -0.5893 -0.4764 -0.520
C -2.9470 -2.9628 1.1360 -0.643
Si -1.1730 -2.1830 -1.7310 0.022
Te 0.5322 -1.2957 -0.0697 -0.543
Si -1.1527 -1.0227 -3.7727 0.594
C 0.6233 -0.5790 -4.1763 -0.564
C -1.8440 -2.1281 -5.1219 -1.140
C -2.2212 0.5004 -3.6860 -0.470
Si -0.1462 -4.2854 -1.9715 0.664
C 0.0192 -5.1315 -0.3074 -1.041
C 1.5495 -4.0908 -2.7523 -1.008
C -1.1940 -5.3769 -3.0828 -1.014
H -5.3477 -3.4795 -1.0377 0.373
H -3.9872 -4.4385 -1.6254 0.256
H -4.5553 -3.0493 -2.5574 0.297
H -4.8286 -0.6029 0.1996 0.487
H -4.2992 -0.2190 -1.4484 0.360
H -3.2306 0.0998 -0.0683 -0.350
H -3.8977 -2.9796 1.6752 0.386
H -2.2724 -2.3044 1.6899 -0.091
H -2.5370 -3.9746 1.1322 0.273
H 1.2333 -1.4741 -4.3147 0.281
H 1.0712 0.0040 -3.3663 -0.196
H 0.6756 0.0157 -5.0919 0.403
H -1.2482 -3.0313 -5.2631 0.256
H -1.8497 -1.5805 -6.0680 0.377
H -2.8702 -2.4314 -4.9032 0.293
H -1.9604 1.1321 -2.8367 -0.109
H -3.2716 0.2179 -3.5810 0.337
H -2.1219 1.0932 -4.5987 0.438
H 0.5046 -4.4948 0.4360 0.287
H 0.6129 -6.0427 -0.4119 0.400
H -0.9619 -5.4122 0.0816 0.257
H 2.1472 -3.3288 -2.2467 0.273
H 1.4615 -3.8077 -3.8037 0.269
H 2.0948 -5.0367 -2.7043 0.396
H -2.1937 -5.5224 -2.6690 0.247
H -0.7302 -6.3611 -3.1872 0.374
H -1.3043 -4.9519 -4.0812 0.242
```

Summary:
* 2S+1: 2
* total charge: 0
* E_tot: -160440.1684 eV
* HOMO (alpha / beta): -6.4 / -6.4 eV
* <S²>: 0.75
* Kohn-Sham gap (alpha / beta): 6.44 / 4.12 eV
* energy relative to the best compared isomer or geometry (same formula, charge and spin): 0.0000 eV